# 1
Below is a structure of composition C10H19BBr6F3N2O4 at a distorted geometry, with properties calculated with the ωB97M-V functional and the def2-TZVPD basis.

```
45
Properties=species:S:1:pos:R:3:forces:R:3:lowdin_charge:R:1
B -5.289 -0.527 -0.440 -0.05 -0.70 0.51 -0.5804
C 1.296 -0.326 -1.872 0.03 0.45 -0.17 -0.6931
Br 4.236 -3.972 -0.175 0.05 -0.14 0.04 0.6080
F -5.441 2.377 4.547 0.03 -0.07 0.02 0.1510
H -5.550 -0.428 -2.277 -0.05 0.07 -0.29 0.0966
C 7.055 -3.568 0.109 0.19 -0.08 0.17 -0.7089
H 5.781 -4.180 1.758 0.09 -0.01 0.01 0.0478
C 0.005 0.348 -1.475 -0.47 -0.82 0.01 -0.6233
H 1.148 -1.332 -2.251 -0.07 -0.04 0.10 0.0452
C 5.780 -3.509 0.905 -0.28 0.14 -0.18 -0.7018
H 5.712 1.169 -3.617 -0.07 0.05 -0.01 0.0504
C -3.132 -1.308 0.724 0.80 -0.87 4.32 -0.9037
H -5.738 1.198 2.269 -0.15 0.23 0.48 0.1340
H -0.554 0.627 -2.370 0.16 0.04 -0.06 0.0445
N -4.007 0.992 1.142 -0.05 0.23 0.09 0.0260
Br 3.477 2.795 -2.584 0.02 0.01 0.07 0.6458
Br 7.646 -5.403 -0.173 -0.01 0.02 -0.07 0.5852
N -6.695 -1.028 -0.348 0.46 0.14 -0.30 0.1244
C -4.845 3.269 3.745 0.47 0.40 -0.14 -0.7222
Br -1.212 -0.858 -0.442 5.20 2.64 -4.22 1.0767
C 6.091 1.624 -2.708 0.28 -0.11 0.25 -0.6936
H 7.164 1.780 -2.803 -0.01 0.07 -0.03 0.0510
F -3.790 3.778 4.410 -0.20 0.02 0.18 0.1477
H 1.837 0.263 -2.614 0.09 -0.06 0.04 0.0011
F -5.719 4.283 3.580 0.02 -0.01 -0.06 0.1405
H -6.695 -1.804 0.302 -0.27 0.02 0.21 0.0597
O -4.437 2.788 2.568 -0.27 -0.25 0.29 0.0857
H 0.166 1.230 -0.859 0.12 0.00 -0.05 0.0389
Br 5.891 0.305 -1.291 0.12 0.04 -0.15 0.5915
C -4.363 -0.420 0.853 -0.17 0.40 -1.20 -0.1731
H -4.304 1.588 0.380 -0.01 0.10 -0.03 0.1121
C -4.658 1.384 2.360 0.03 -0.73 -1.06 -0.2038
H -4.224 0.762 3.139 -0.01 0.22 0.33 0.1440
O -2.188 -1.053 1.558 -3.11 -0.52 1.31 -0.2728
C 5.403 2.919 -2.366 -0.21 0.07 -0.22 -0.6984
H 6.959 -3.113 -0.872 -0.07 0.01 0.00 0.0376
H 5.584 3.233 -1.343 0.04 -0.06 0.03 0.0492
H -7.244 -0.282 0.068 -0.30 -0.14 0.06 0.0578
O -3.062 -2.273 -0.048 -2.41 -0.91 -0.42 -0.1635
H -4.940 -0.807 1.697 0.08 -0.17 0.10 0.1309
H 5.717 3.706 -3.048 0.07 -0.03 -0.01 0.0520
H 5.593 -2.493 1.246 0.06 0.02 -0.01 0.0546
H 7.867 -3.089 0.652 -0.02 0.01 0.02 0.0541
Br 2.532 -0.470 -0.365 -0.24 -0.08 0.08 0.5213
O -4.851 -0.174 -1.669 0.06 0.39 -0.02 0.1731
```
Forces are in eV/Å.

- gap between HOMO and LUMO (Ha) = 0.2017
- total charge = -1
- highest occupied orbital energy (eV) = -3.600

---

# 2
Below is a cluster of 2 separate species, C10H19BClN4O4 in total at a distorted geometry, with properties calculated with the ωB97M-V functional and the def2-TZVPD basis.

```
39
Properties=species:S:1:pos:R:3:forces:R:3:lowdin_charge:R:1
Cl -0.948 0.403 -2.875 0.01 0.03 0.20 0.8181
N 1.314 -0.187 0.233 0.12 0.37 1.27 0.2206
H -2.808 1.385 1.233 0.38 0.17 -0.03 0.0593
C 4.055 -5.674 -1.121 0.64 0.79 0.02 -0.0800
H -5.866 3.260 0.699 0.02 -0.13 0.15 0.1370
H -3.442 3.780 0.538 -0.04 0.01 -0.06 0.0484
C -1.997 1.211 0.547 -0.46 0.36 0.16 0.1873
N 1.550 -0.811 -1.850 -2.16 1.16 0.17 0.2196
N 2.559 -1.242 -1.105 3.24 -1.63 -0.70 -0.0943
C 4.235 -4.375 -1.982 -1.27 -0.39 -0.04 -0.1882
H 5.228 -3.931 -1.844 -0.28 -0.11 -0.16 0.1184
O 3.549 -1.988 -1.675 -0.76 -0.21 -0.05 0.0089
H 4.256 -6.558 -1.736 -0.13 0.14 0.36 0.0793
H 3.060 -5.725 -0.655 0.19 -0.18 -0.39 0.0743
O -5.078 3.300 2.575 0.01 -0.41 -0.19 -0.0638
H -3.676 5.275 1.425 -0.12 0.07 0.00 0.0854
C -1.150 1.038 -0.278 -0.32 -1.09 -0.48 -0.1803
C -4.165 4.571 0.746 0.12 -0.12 -0.17 -0.0629
H 4.778 -5.615 -0.296 -0.22 -0.31 -0.17 0.0812
H -4.387 5.090 -0.188 0.02 0.02 0.02 0.0833
C -6.439 5.081 1.683 -0.20 -0.08 0.00 -0.0610
B 3.534 -1.179 1.335 0.78 -0.16 0.85 -0.5540
H 5.264 -1.497 0.598 0.23 -0.60 -0.09 0.1299
H 2.870 -3.601 -0.512 0.27 0.47 -0.21 0.1182
C 2.484 -0.878 0.158 -2.14 0.81 -1.06 -0.0227
N -0.412 0.433 -1.256 -0.13 0.74 0.10 -0.4316
H -7.330 4.652 2.141 0.01 -0.03 -0.07 0.0823
C -5.422 3.994 1.374 0.20 0.60 0.31 -0.5007
H 4.047 -4.663 -3.026 0.52 0.39 0.15 0.1093
H -6.734 5.615 0.778 0.01 0.02 0.03 0.0824
H 1.340 -0.949 -2.831 0.73 -0.38 -0.02 0.1707
H -4.685 3.937 3.182 -0.06 0.02 0.00 0.0871
H -6.029 5.803 2.395 0.09 0.02 -0.09 0.0837
H 2.183 -3.551 -2.123 0.46 0.20 -0.14 0.1340
C 0.757 -0.153 -0.969 1.21 -0.50 0.50 -0.3627
O 3.333 -0.594 2.534 -1.00 -0.46 -0.78 0.2371
O 4.631 -1.986 1.146 -0.34 0.96 -0.42 0.1803
C 3.123 -3.395 -1.567 0.13 -0.93 0.62 -0.1538
H 2.416 -0.273 2.567 0.24 0.38 0.39 0.1198
```
Forces are in eV/Å.

- gap between HOMO and LUMO (Ha) = 0.3009
- ΔE to the lowest compared entry with this formula, charge and spin (kcal/mol) = 0.0
- total charge = +1
- highest occupied orbital energy (eV) = -12.123

---

# 3
Below is the molecule C10H19BO2 at a distorted geometry, with properties calculated with the ωB97M-V functional and the def2-TZVPD basis.

```
32
Properties=species:S:1:pos:R:3:forces:R:3:lowdin_charge:R:1
C 2.805 -0.424 -1.080 -0.23 0.56 -1.34 -0.2015
H 3.024 -0.875 -0.148 1.90 -0.94 0.42 0.0737
H -3.916 0.849 -0.865 -0.81 -0.29 -0.22 0.0760
C -3.047 -1.452 0.346 1.49 0.89 0.39 -0.0408
H -2.308 0.290 2.054 -0.36 -0.82 1.99 0.0653
O 1.446 -0.795 -1.159 -0.69 0.26 -1.06 -0.0018
C 1.989 1.913 -0.366 0.44 1.80 -0.43 -0.2218
H -2.770 1.653 0.925 0.98 -1.60 0.88 0.1293
C -2.963 0.539 -1.239 3.23 -0.06 0.61 0.0113
H 2.525 -1.880 2.364 1.08 0.01 1.52 0.0379
H -1.127 1.113 1.084 2.52 1.17 0.48 0.0261
C 1.022 -0.729 1.518 -2.23 1.39 -1.26 0.0135
C -2.074 0.741 1.156 -3.06 1.87 -3.16 -0.0045
H 2.302 2.595 0.472 0.18 -0.93 -0.33 0.1157
H -0.796 -1.731 -0.685 -0.52 -0.37 -0.44 0.1313
H 1.663 2.729 -1.101 0.34 -1.31 0.22 0.1216
H 4.029 1.118 -0.163 -0.99 -0.19 -1.30 0.1287
H 1.843 -2.651 0.897 -0.28 1.66 0.61 0.1110
H -3.226 -1.930 -0.593 -0.78 -0.88 -0.18 0.0829
H -2.347 1.446 -1.368 -0.38 -0.14 -0.12 0.0912
H -3.863 -0.952 0.833 -1.04 -1.00 0.44 0.0874
C 3.188 1.043 -0.941 -0.49 2.30 1.73 -0.1200
B 0.590 -0.214 -0.206 0.28 2.10 0.11 -0.8106
H 0.889 0.195 2.150 0.44 -1.45 -0.44 0.1151
H -2.855 -0.017 -2.181 -0.82 0.06 0.34 0.0902
C 1.821 -1.752 1.606 -0.26 -2.20 -1.26 -0.0436
H 3.502 1.609 -1.847 0.00 -0.96 0.34 0.1067
H 3.261 -0.703 -2.051 0.14 -0.92 1.04 0.1365
O 0.875 1.214 0.062 -1.02 -0.67 -0.01 -0.0705
C -0.921 -0.682 -0.432 3.00 -0.23 0.91 0.2555
H -2.338 -2.015 0.983 -1.22 -0.27 0.10 0.1064
C -2.225 -0.244 -0.026 -0.82 1.18 -0.59 -0.5981
```
Forces are in eV/Å.

- gap between HOMO and LUMO (alpha / beta) (Ha) = 0.2560 / 0.2558
- ΔE to the lowest compared entry with this formula, charge and spin (kcal/mol) = 109.5
- total charge = 0
- highest occupied orbital energy (alpha / beta) (eV) = -8.148 / -8.147

---

# 4
Below is a structure of composition C10H19BaClO6S at a distorted geometry, with properties calculated with the ωB97M-V functional and the def2-TZVPD basis.

```
38
Properties=species:S:1:pos:R:3:forces:R:3:lowdin_charge:R:1
H -1.384 1.734 0.904 -0.05 -0.31 -0.10 0.1386
H -2.508 -0.699 1.415 0.20 0.36 -0.24 0.1249
Cl -0.701 -2.367 -1.920 -0.71 0.45 0.17 0.7777
H 0.334 4.483 -1.257 -0.47 0.06 0.09 0.1270
H 2.933 -3.110 -0.047 -2.00 -0.11 1.71 -0.1738
H -2.158 -1.959 0.252 0.10 0.21 0.09 0.1122
H -1.262 -2.163 2.647 0.06 0.17 -0.16 0.1423
C -0.943 -0.606 -1.655 -0.11 0.66 -0.69 -0.5637
H -1.241 1.994 -1.988 -0.10 -0.17 0.15 0.1162
C -0.692 -1.756 1.799 -1.65 -0.35 0.20 -0.1629
H 1.108 4.709 0.890 0.06 -0.23 0.43 0.0752
H 0.455 2.756 -0.989 -0.25 0.23 -0.23 0.0711
H -2.892 2.377 -1.476 0.21 0.11 -0.01 0.1355
H 1.304 -3.445 -0.663 0.26 0.08 0.08 0.0369
C 0.438 3.847 0.860 -0.39 0.23 -0.97 -0.0465
H 0.012 -1.037 2.228 0.01 -0.04 -0.32 0.1295
O 2.317 1.162 -1.194 -2.39 -0.11 0.36 -0.1978
H 2.035 -4.678 0.380 0.30 0.23 0.16 0.1027
C -1.859 2.274 -1.125 -0.29 0.27 0.44 -0.1819
H -0.450 4.042 1.468 0.23 0.17 -0.03 0.0815
C -1.074 -0.082 -0.199 -1.31 -0.59 1.35 -0.3648
S 1.357 0.094 -1.076 1.56 0.56 -1.19 0.6880
H 0.921 2.942 1.245 0.08 0.24 -0.07 0.0589
C 1.953 -3.593 0.211 -0.02 -0.08 -0.29 -0.1862
C 1.315 -2.822 1.383 1.21 -0.46 -0.29 -0.2664
H -2.899 1.066 0.326 0.25 -0.40 -0.07 0.1306
Ba 4.468 -3.453 -1.357 0.80 0.30 -1.34 2.0483
O 0.320 0.257 0.146 1.94 -0.78 -1.01 -0.1560
H -1.783 -0.227 -2.240 0.00 -0.56 -0.06 0.1448
O -1.445 3.539 -0.657 -0.04 -0.18 -0.71 -0.1358
O -0.050 -2.862 1.168 0.22 0.62 0.22 -0.1375
O 0.208 0.024 -2.246 1.05 0.36 1.75 -0.2026
H 1.643 -3.277 2.330 -0.28 0.07 -0.02 0.1424
C -1.856 1.235 0.048 0.32 0.55 -1.44 -0.0444
C -0.033 3.670 -0.624 0.83 -0.49 1.35 -0.2337
H 1.687 -1.790 1.368 0.00 -0.12 -0.02 0.1112
O 2.131 -1.149 -1.168 -1.09 -0.58 0.72 -0.3829
C -1.708 -1.131 0.814 1.43 -0.35 -0.02 -0.0586
```
Forces are in eV/Å.

- gap between HOMO and LUMO (Ha) = 0.1962
- total charge = +2
- highest occupied orbital energy (eV) = -13.867